(1)
Below is a molecular structure, C24H23N4O3Se2Ti, with properties calculated with the ωB97M-V functional and the def2-TZVPD basis.

The calculation puts the HOMO energy (alpha / beta) at -14.33 / -14.60 eV. The calculation puts the gap between HOMO and LUMO (alpha / beta) at 7.80 / 8.17 eV. The lowest unoccupied orbital energy (alpha / beta) is -6.53 / -6.44 eV. As for the total charge: +2. The value obtained for the largest force on an atom is 1.167 eV Å⁻¹. As for the spin multiplicity: 2. Its expectation value of S² is 0.753. The value obtained for the energy above the lowest of the compared OMol25 structures with the same formula, charge and spin is 4.3 kcal per mole.

Geometry as XYZ:
```
57
Properties=species:S:1:pos:R:3:forces:R:3
Ti -0.12523 0.15126 -0.09700 0.3191 0.9958 0.5186
C -3.35675 -2.23575 1.77920 -0.0158 -0.0080 -0.0144
C -3.93391 -2.85946 0.68505 0.0040 -0.0027 0.0033
C -3.48808 -2.54394 -0.58865 -0.0047 0.0427 0.0180
C -2.46964 -1.61744 -0.74190 0.0016 -0.0452 0.0107
N -1.89427 -1.02971 0.32898 0.0544 -0.0586 -0.0366
C -2.33689 -1.33297 1.55650 0.0143 0.0118 -0.0200
C -1.96971 -1.17619 -2.06935 -0.0026 -0.0778 0.0255
C -2.36772 -1.75450 -3.26376 -0.0209 0.0722 -0.0184
C -1.88730 -1.23561 -4.45602 0.0043 -0.0186 -0.0045
C -1.02295 -0.15332 -4.42660 -0.0090 0.0215 0.0168
C -0.64571 0.35136 -3.19736 0.0192 0.0100 -0.0001
N -1.10195 -0.14896 -2.04568 0.1231 -0.1610 0.0229
H -3.68335 -2.44441 2.78746 -0.0010 0.0013 0.0017
H -4.72924 -3.58039 0.81691 -0.0014 -0.0007 0.0084
H -3.94424 -3.01062 -1.44811 0.0017 0.0052 -0.0071
H -1.84786 -0.83025 2.38065 -0.0116 -0.0031 0.0004
H -3.03762 -2.60042 -3.27764 -0.0115 0.0038 0.0135
H -2.18628 -1.67520 -5.39783 -0.0001 -0.0012 -0.0030
H -0.63403 0.28586 -5.33380 -0.0036 -0.0034 -0.0052
H 0.05129 1.17639 -3.11931 -0.0015 -0.0089 0.0049
C 3.24668 0.35322 -2.64234 -0.0009 -0.0035 -0.0083
C 2.78241 0.16469 -1.21342 0.0719 -0.0735 0.0610
C 3.87117 0.44655 -0.19287 -0.0254 0.0176 -0.0187
O 1.63357 1.05074 -0.94537 -0.2904 -0.0388 -0.0033
C 2.22849 -1.24745 -0.99931 -0.0867 0.0520 0.0848
O 2.91674 -2.22132 -1.08146 0.0408 0.0550 -0.0086
O 0.93471 -1.26888 -0.68619 0.1149 -0.7381 -0.4677
H 3.63032 1.36338 -2.79079 0.0002 0.0086 -0.0082
H 2.43710 0.16649 -3.34819 0.0026 0.0004 -0.0029
H 4.04845 -0.35401 -2.84991 -0.0040 -0.0030 0.0031
H 4.28116 1.44886 -0.33392 -0.0042 0.0026 0.0016
H 4.67689 -0.27316 -0.32504 -0.0034 -0.0056 -0.0014
H 3.48792 0.35504 0.82535 0.0080 -0.0019 -0.0015
H 1.94107 1.95254 -0.78278 0.0094 -0.0316 0.0243
Se 0.89934 3.32736 1.31869 -0.0193 -0.0286 0.0047
Se -0.05096 2.24635 3.13929 -0.0132 0.0214 -0.0168
C 0.77884 0.51672 3.08886 0.0157 0.0073 0.0793
C 1.36047 0.11844 4.28196 0.0025 0.0238 -0.0264
C 1.85695 -1.17100 4.39903 -0.0098 -0.0171 0.0015
C 1.76106 -2.01388 3.30741 0.0017 -0.0131 -0.0169
C 1.18796 -1.53808 2.14432 0.0051 0.0137 -0.0086
N 0.69435 -0.28748 2.01464 -0.1893 -0.0447 -0.1726
C -0.69925 3.32276 0.24491 -0.0218 0.0406 -0.0273
C -1.29318 4.54024 -0.03628 -0.0047 -0.0079 0.0008
C -2.51545 4.55290 -0.69228 -0.0178 -0.0416 -0.0157
C -3.11224 3.34291 -1.00683 0.0082 0.0347 -0.0018
C -2.43867 2.17461 -0.71120 0.0283 0.0156 0.0183
N -1.22845 2.14567 -0.12538 -0.1030 -0.0247 -0.0043
H 1.42703 0.81757 5.10355 0.0007 0.0049 -0.0049
H 2.31125 -1.50053 5.32380 0.0079 -0.0049 -0.0023
H 2.12849 -3.02958 3.33468 0.0071 0.0025 0.0130
H 1.11151 -2.17588 1.27660 0.0079 -0.0036 -0.0156
H -0.82211 5.45816 0.28562 0.0076 -0.0052 0.0038
H -3.00441 5.49039 -0.92081 -0.0030 0.0013 0.0030
H -4.08357 3.29631 -1.47752 -0.0024 0.0073 -0.0025
H -2.87610 1.21790 -0.95607 0.0011 0.0032 0.0017
```
Positions in Å, forces in eV/Å.

natural (NBO) atomic charge list, values in e, 8 entries:
1. Ti 1.794
2. C -0.220
3. C -0.102
4. C -0.196
5. C 0.177
6. N -0.566
7. C 0.080
8. C 0.182

(2)
Below is 2 unconnected molecules or ions with the total composition C6H10, with properties calculated with the ωB97M-V functional and the def2-TZVPD basis.

The calculation puts the HOMO energy at -9.55 eV. The calculation puts the gap between HOMO and LUMO at 10.63 eV. The lowest unoccupied orbital energy is 1.08 eV. As for the SMILES: C=C(C)C.C#C. As for the total charge: 0. The value obtained for the largest force on an atom is 4.069 eV Å⁻¹. As for the spin multiplicity: 1. The value obtained for the energy above the lowest of the compared OMol25 structures with the same formula, charge and spin is 86.8 kcal per mole.

Geometry as XYZ:
```
16
Properties=species:S:1:pos:R:3:forces:R:3
C -0.80289 1.09458 1.15462 -3.2393 2.3967 0.5680
C -0.65899 -0.06032 0.57068 -1.7874 -1.8919 -1.8673
C 0.35808 -1.09936 0.66408 2.0379 -1.6184 1.4199
C -1.67738 -0.47391 -0.50007 -0.8577 -0.0034 2.8428
H -0.29553 1.61120 1.95182 0.7336 -0.3936 0.0073
H -1.83974 1.62288 0.92333 2.3622 -0.8391 0.3288
H 0.81679 -1.41645 -0.27533 -0.7210 -0.0595 -0.2327
H 1.16744 -0.62170 1.12025 1.7631 0.6881 0.9757
H 0.27575 -2.03254 1.33079 -0.9342 1.3256 -1.0501
H -1.99135 -1.51987 -0.24763 0.4358 0.7083 -1.0454
H -2.54824 0.15529 -0.37592 -0.4038 0.0973 -0.2104
H -1.24647 -0.24217 -1.42992 0.4214 -0.5945 -1.5713
C 1.64998 1.15164 -1.33707 -1.6737 -0.7413 -0.0204
C 2.61384 0.46709 -1.14326 1.6052 0.2430 -0.0180
H 0.57412 1.30880 -1.40670 0.9409 0.5704 -0.0539
H 3.60461 0.05483 -0.99967 -0.6831 0.1125 -0.0729
```
Positions in Å, forces in eV/Å.

natural (NBO) atomic charge list, values in e, 8 entries:
1. C -0.412
2. C 0.021
3. C -0.676
4. C -0.634
5. H 0.209
6. H 0.183
7. H 0.229
8. H 0.221